{
  "formula": "C51H121N3O11",
  "method": "ωB97M-V/def2-TZVPD",
  "e_lumo_ev": 0.3498,
  "homo_lumo_gap_ev": 8.60,
  "smiles": "CC1(C)CCCC(C)(C)N1O.CC1(C)CCCC(C)(C)N1O.CC1(C)CCCC(C)(C)N1O.CC(C)O.CC(C)O.CC(C)O.CC(C)O.CC(C)O.CC(C)O.CC(C)O.CC(C)O",
  "species": ["C", "C", "C", "C", "C", "C", "C", "C", "C", "N", "O", "H", "H", "H", "H", "H", "H", "H", "H", "H", "H", "H", "H", "H", "H", "H", "H", "H", "H", "H", "C", "C", "C", "C", "C", "C", "C", "C", "C", "N", "O", "H", "H", "H", "H", "H", "H", "H", "H", "H", "H", "H", "H", "H", "H", "H", "H", "H", "H", "H", "C", "C", "C", "C", "C", "C", "C", "C", "C", "N", "O", "H", "H", "H", "H", "H", "H", "H", "H", "H", "H", "H", "H", "H", "H", "H", "H", "H", "H", "H", "C", "C", "C", "O", "H", "H", "H", "H", "H", "H", "H", "H", "C", "C", "C", "O", "H", "H", "H", "H", "H", "H", "H", "H", "C", "C", "C", "O", "H", "H", "H", "H", "H", "H", "H", "H", "C", "C", "C", "O", "H", "H", "H", "H", "H", "H", "H", "H", "C", "C", "C", "O", "H", "H", "H", "H", "H", "H", "H", "H", "C", "C", "C", "O", "H", "H", "H", "H", "H", "H", "H", "H", "C", "C", "C", "O", "H", "H", "H", "H", "H", "H", "H", "H", "C", "C", "C", "O", "H", "H", "H", "H", "H", "H", "H", "H"],
  "positions_angstrom": [[8.889, 4.834, -18.945], [8.424, 4.341, -20.349], [7.544, 3.114, -20.138], [7.532, 5.420, -20.936], [8.246, 6.573, -21.660], [9.451, 6.141, -22.456], [10.310, 5.070, -21.792], [11.154, 4.450, -22.932], [11.355, 5.772, -20.905], [9.541, 3.999, -21.224], [10.378, 2.961, -20.708], [9.078, 5.907, -18.859], [8.141, 4.559, -18.203], [9.846, 4.375, -18.678], [8.161, 2.217, -20.031], [6.886, 3.199, -19.283], [7.027, 2.882, -21.075], [6.734, 4.999, -21.558], [6.975, 5.890, -20.118], [7.576, 7.142, -22.310], [8.498, 7.331, -20.904], [10.098, 6.962, -22.766], [9.097, 5.750, -23.420], [10.551, 3.866, -23.627], [11.856, 3.735, -22.494], [11.731, 5.238, -23.416], [11.958, 6.508, -21.435], [12.111, 5.052, -20.560], [10.925, 6.207, -20.003], [10.046, 2.155, -21.117], [9.019, -2.665, -21.028], [10.075, -2.940, -19.980], [11.281, -2.032, -20.008], [9.529, -2.662, -18.559], [8.627, -3.784, -18.125], [9.315, -5.106, -18.110], [9.867, -5.453, -19.491], [10.722, -6.703, -19.352], [8.639, -5.855, -20.300], [10.556, -4.308, -20.047], [11.170, -4.688, -21.292], [9.103, -1.620, -21.363], [9.138, -3.267, -21.923], [7.995, -2.738, -20.654], [11.115, -0.965, -19.843], [12.027, -2.407, -19.307], [11.809, -2.070, -20.974], [10.348, -2.600, -17.845], [8.929, -1.761, -18.650], [8.159, -3.592, -17.142], [7.675, -3.831, -18.677], [8.711, -5.870, -17.622], [10.204, -5.061, -17.453], [10.290, -7.344, -18.583], [11.796, -6.586, -19.191], [10.614, -7.273, -20.274], [7.833, -5.132, -20.446], [8.100, -6.791, -20.106], [9.001, -6.028, -21.331], [12.109, -4.764, -21.067], [8.545, -7.311, -11.727], [9.367, -7.460, -13.013], [8.654, -8.399, -13.989], [9.568, -6.065, -13.561], [10.675, -5.997, -14.610], [11.959, -6.534, -13.992], [11.858, -7.957, -13.430], [11.764, -8.969, -14.595], [13.091, -8.207, -12.583], [10.660, -7.975, -12.592], [10.593, -9.083, -11.695], [7.928, -8.210, -11.630], [9.197, -7.264, -10.863], [7.864, -6.462, -11.760], [8.617, -9.447, -13.675], [7.617, -8.117, -14.213], [9.112, -8.378, -14.983], [8.636, -5.668, -13.983], [9.778, -5.366, -12.744], [10.390, -6.612, -15.468], [10.829, -4.950, -14.874], [12.100, -5.882, -13.119], [12.818, -6.445, -14.658], [11.241, -8.678, -15.503], [11.279, -9.900, -14.274], [12.787, -9.264, -14.860], [13.202, -9.258, -12.321], [13.137, -7.578, -11.693], [13.979, -7.871, -13.133], [10.182, -9.770, -12.256], [9.507, -4.753, -24.472], [9.706, -6.260, -24.395], [8.430, -7.031, -24.711], [10.751, -6.594, -25.325], [9.422, -4.322, -25.475], [10.366, -4.257, -24.008], [8.633, -4.420, -23.903], [10.042, -6.495, -23.377], [7.594, -6.786, -24.052], [8.554, -8.105, -24.517], [8.208, -6.931, -25.775], [10.889, -5.893, -25.961], [15.517, 0.852, -21.573], [14.123, 1.413, -21.258], [13.548, 2.075, -22.479], [13.212, 0.385, -20.858], [16.058, 1.624, -22.127], [15.434, 0.043, -22.295], [16.028, 0.535, -20.667], [14.239, 2.145, -20.448], [14.210, 2.839, -22.870], [12.518, 2.386, -22.298], [13.423, 1.300, -23.245], [13.330, 0.213, -19.920], [11.153, 1.552, -25.356], [10.843, 0.058, -25.553], [11.046, -0.427, -26.978], [11.687, -0.710, -24.738], [11.200, 1.571, -24.246], [10.425, 2.332, -25.536], [12.198, 1.714, -25.625], [9.770, -0.090, -25.359], [12.083, -0.737, -27.152], [10.800, 0.320, -27.730], [10.488, -1.351, -27.148], [11.996, -0.180, -23.992], [13.639, -2.436, -16.963], [14.600, -2.880, -18.037], [15.998, -3.297, -17.580], [14.072, -4.051, -18.680], [12.713, -2.100, -17.442], [14.066, -1.523, -16.530], [13.386, -3.157, -16.192], [14.763, -2.054, -18.742], [16.053, -4.372, -17.397], [16.260, -2.846, -16.620], [16.741, -3.071, -18.341], [13.116, -3.977, -18.849], [12.168, -10.266, -22.813], [11.375, -10.222, -21.539], [12.169, -9.565, -20.439], [10.261, -9.343, -21.817], [12.430, -9.275, -23.175], [11.744, -10.871, -23.615], [13.135, -10.772, -22.645], [10.965, -11.189, -21.271], [11.658, -9.541, -19.474], [12.305, -8.501, -20.655], [13.188, -9.930, -20.283], [10.635, -8.490, -22.067], [4.895, -4.866, -20.270], [3.486, -5.351, -20.543], [2.885, -5.971, -19.285], [2.689, -4.228, -20.956], [5.377, -4.392, -21.131], [5.515, -5.720, -19.996], [4.902, -4.110, -19.480], [3.537, -6.053, -21.382], [2.192, -5.306, -18.768], [3.588, -6.392, -18.568], [2.219, -6.801, -19.572], [1.837, -4.613, -21.197], [15.555, -2.004, -24.955], [14.609, -2.606, -23.919], [13.517, -3.474, -24.531], [15.376, -3.414, -23.015], [15.575, -2.497, -25.934], [16.588, -2.128, -24.599], [15.470, -0.938, -25.158], [14.128, -1.726, -23.460], [13.874, -4.407, -24.968], [12.889, -2.987, -25.281], [12.845, -3.708, -23.697], [14.747, -3.813, -22.366], [15.217, -7.112, -20.332], [14.769, -6.351, -21.581], [14.101, -7.152, -22.643], [14.084, -5.156, -21.244], [15.803, -8.003, -20.556], [14.318, -7.480, -19.817], [15.796, -6.452, -19.688], [15.739, -6.072, -22.036], [13.183, -7.630, -22.299], [14.732, -7.989, -22.962], [14.015, -6.566, -23.558], [14.341, -4.844, -20.350]],
  "forces_ev_per_a": [[0.6, -0.2, 0.1], [0.1, 0.2, 1.8], [0.7, -1.0, -1.1], [-0.6, 0.9, -0.8], [0.0, 0.8, 0.7], [-0.7, -0.7, -0.7], [2.1, 0.4, -1.5], [0.2, -0.4, 0.7], [0.4, -0.7, 1.2], [-1.3, -0.2, -0.8], [-0.1, 0.7, 0.4], [-0.3, 0.0, -0.3], [0.1, 0.1, 0.1], [-0.2, -0.3, 0.1], [0.1, 0.1, 0.6], [-0.3, 0.1, -0.1], [-0.4, 0.3, 0.2], [0.4, -0.2, -0.3], [0.1, -0.3, 0.1], [-0.2, -0.3, 0.0], [0.4, -0.2, 0.0], [0.0, 0.2, 0.4], [-0.1, -0.2, 0.2], [-0.2, 0.4, -0.2], [-0.3, 0.8, -0.2], [-0.1, -0.1, -0.3], [-0.4, 0.2, -0.2], [-0.3, -0.1, 0.1], [0.0, 0.2, -0.1], [0.0, 0.1, -0.1], [-0.3, 1.4, -0.6], [0.0, 0.0, 0.8], [1.4, 0.1, -1.8], [-0.9, -1.2, -0.7], [-2.0, 0.3, 1.3], [1.7, 0.5, 0.8], [-2.2, -0.6, 0.9], [0.1, -0.5, -0.9], [-0.5, -0.5, -2.7], [1.9, -1.1, 0.9], [-0.8, 0.7, 0.4], [0.0, -0.1, 0.0], [0.1, -0.2, 0.1], [0.1, -0.4, 0.1], [-0.4, -0.2, 0.2], [-0.2, 0.2, 0.2], [-0.2, 0.0, 0.0], [0.0, 0.4, 0.0], [0.3, 0.5, 0.3], [0.7, 0.1, 0.1], [0.5, 0.0, -0.6], [-0.2, -0.3, -0.7], [-0.2, 0.3, 0.1], [0.1, 0.1, 0.1], [-0.1, 0.4, 0.3], [0.2, 0.0, 0.0], [0.4, 0.4, 0.5], [0.6, 0.0, 0.8], [-0.1, 0.1, 0.1], [0.1, -0.1, -0.3], [-0.7, -0.9, -0.1], [-0.3, -0.3, 0.9], [-0.4, 0.1, -1.1], [0.1, 0.7, -0.8], [0.0, -0.4, 0.4], [-0.3, 0.5, 0.7], [-1.1, 0.1, -0.8], [0.8, -1.0, 0.3], [0.7, 0.2, -0.1], [1.1, 0.9, 1.2], [-0.5, 0.0, -1.6], [0.0, 0.1, 0.3], [0.0, 0.2, 0.1], [0.1, 0.1, -0.1], [0.1, 0.1, 0.2], [0.1, 0.2, 0.5], [0.2, -0.1, 0.2], [-0.1, -0.4, 0.0], [0.3, -0.3, 0.1], [0.0, 0.4, -0.2], [-0.1, -0.1, -0.5], [0.5, -0.1, -0.1], [0.0, -0.1, 0.0], [0.0, 0.5, 0.1], [0.1, 0.1, 0.1], [-0.2, 0.1, -0.3], [0.0, 0.0, 0.1], [-0.5, -0.2, 0.2], [-0.1, -0.4, -0.3], [0.2, -0.2, 0.6], [0.1, 0.7, 0.9], [-0.3, 0.9, -0.8], [0.4, -1.0, 0.1], [0.0, -1.0, 0.6], [-0.1, -0.5, -0.1], [0.0, 0.0, 0.0], [0.0, -0.1, -0.1], [0.2, -0.1, -0.2], [0.0, 0.6, -0.2], [0.3, 0.1, -0.2], [-0.3, 0.2, 0.2], [-0.2, 0.3, 0.0], [-0.6, 0.4, -0.4], [0.8, -0.1, 0.2], [-0.7, -1.1, -0.2], [0.0, 0.1, 0.0], [0.3, 0.1, 0.5], [-0.1, -0.4, 0.2], [0.2, 0.0, -0.1], [-0.2, 0.0, 0.0], [-0.2, 0.3, 0.0], [0.6, 0.1, 0.2], [0.4, 0.0, -0.1], [0.0, -0.1, 0.0], [0.7, -1.2, 2.4], [-0.7, 1.1, -1.4], [0.5, -0.7, -0.4], [0.1, -0.3, 0.5], [0.0, 0.4, -0.2], [0.0, -0.1, -1.0], [-0.2, 0.6, -0.6], [0.2, -0.2, 0.6], [0.1, 0.4, 0.2], [-0.3, 0.0, 0.0], [-0.2, 0.2, -0.1], [-0.2, -0.2, 0.0], [0.1, 1.2, -0.2], [0.3, -0.9, 0.1], [0.0, -0.2, 0.5], [-0.3, -0.1, -0.6], [0.0, -0.2, 0.1], [-0.1, -0.2, 0.3], [0.3, -0.2, 0.0], [-0.5, -0.1, -0.2], [-0.3, 0.0, -0.1], [0.1, 0.3, -0.2], [0.1, 0.1, 0.1], [0.2, 0.2, 0.2], [1.6, -1.4, -0.4], [-0.2, 1.7, -0.7], [0.6, 0.5, 1.0], [-0.7, -0.6, 0.4], [-0.3, 0.0, -0.1], [-0.5, 0.3, 0.0], [-0.1, 0.2, 0.1], [-0.1, -0.1, 0.1], [-0.1, -0.4, -0.1], [0.0, -0.2, -0.3], [-0.2, -0.4, -0.1], [0.0, -0.1, -0.1], [0.3, 0.4, -0.2], [0.4, 0.7, 0.3], [-1.2, -1.1, -0.3], [0.0, -0.5, -0.1], [-0.3, -0.1, -0.1], [0.0, 0.1, 0.2], [0.0, -0.2, 0.2], [-0.1, -0.2, 0.2], [0.5, 0.4, 0.0], [0.2, 0.2, -0.1], [0.2, 0.0, 0.0], [0.0, 0.4, 0.0], [1.5, -0.4, -0.3], [0.0, 0.1, -1.1], [-0.7, 0.0, 0.4], [-0.7, 0.6, 0.3], [-0.4, -0.2, 0.2], [-0.2, 0.0, 0.1], [-0.5, 0.1, 0.2], [0.0, -0.5, 0.6], [0.3, 0.1, 0.2], [0.2, 0.3, 0.1], [-0.1, -0.3, -0.2], [0.5, 0.1, -0.5], [-1.3, -0.3, 0.0], [2.8, -0.1, 0.1], [-0.2, -0.7, -0.4], [-0.8, 0.2, 0.4], [0.1, 0.2, -0.3], [0.2, 0.2, 0.3], [-0.1, -0.1, 0.1], [-0.3, 0.4, 0.0], [-0.2, 0.5, -0.3], [0.2, 0.1, 0.4], [-0.7, 0.1, 0.1], [0.1, -0.2, -0.2]]
}

=====

{
  "formula": "C4H7NO",
  "method": "ωB97M-V/def2-TZVPD",
  "e_lumo_ev": 0.9618,
  "homo_lumo_gap_ev": 10.87,
  "smiles": "C[C@H]1CN1C=O",
  "species": ["C", "C", "C", "N", "C", "O", "H", "H", "H", "H", "H", "H", "H"],
  "positions_angstrom": [[-1.648, -0.594, 0.377], [-0.232, -0.501, -0.127], [0.174, 0.492, -1.169], [0.502, 0.687, 0.229], [1.790, 0.618, 0.732], [2.176, -0.214, 1.515], [-1.646, -0.847, 1.443], [-2.212, -1.359, -0.168], [-2.153, 0.371, 0.261], [0.345, -1.425, -0.099], [0.985, 0.235, -1.850], [-0.571, 1.176, -1.569], [2.423, 1.450, 0.383]],
  "forces_ev_per_a": [[0.0, 0.0, 0.0], [-0.1, -0.2, 0.0], [0.0, 0.1, -0.3], [0.1, -0.1, 0.2], [0.0, -0.1, 0.0], [-0.1, 0.2, -0.1], [0.0, 0.0, -0.2], [0.1, 0.1, 0.1], [0.0, -0.1, 0.0], [-0.1, 0.2, 0.0], [-0.1, 0.0, 0.1], [0.1, -0.1, 0.0], [0.0, 0.0, 0.0]]
}

=====

One value per record, in order, for energy: -3007.43505; -286.57095 Ha.
One value per record, in order, for ΔE to the lowest compared entry with this formula, charge and spin: 343.7; 159.4 kJ/mol.
One value per record, in order, for HOMO: -8.254; -9.909 eV.